[1]
A cluster of 2 separate species, C5H8O in total, computed with wB97M-V/def2-TZVPD.

Last column: Löwdin charge in e.
Atoms and positions in Å:
O 1.73246 1.51210 -1.50093  -0.008
C 1.74703 0.32587 -1.29283  -0.172
C 0.66759 -0.06355 1.49517  0.034
C -0.42034 -0.12398 0.74892  -0.347
C -1.44367 -0.93232 0.07652  -0.102
C -1.40434 0.59030 -0.06852  -0.102
H 2.56312 -0.17451 -0.73920  0.086
H 1.12618 -0.95821 1.90979  0.065
H 1.14209 0.89072 1.71214  0.071
H 0.93895 -0.34267 -1.64874  0.078
H -1.15534 -1.53724 -0.78190  0.096
H -2.24279 -1.36639 0.67309  0.101
H -1.07130 1.01395 -1.01500  0.097
H -2.17963 1.16595 0.43150  0.104

Cartesian forces (eV/Å) of the 2 atoms listed first:
O 0.042 -0.496 0.046
C -0.041 0.337 -0.065

Properties
E_LUMO	0.03501	Eh
SMILES	C=C1CC1.C=O
charge	0
highest occupied orbital energy	-9.92	eV
energy relative to the best compared isomer or geometry (same formula, charge and spin)	68.9	kcal per mole

***

[2]
The molecule C5H8O in a non-equilibrium geometry, computed with wB97M-V/def2-TZVPD.

Last column: Löwdin charge in e.
Atoms and positions in Å:
C -0.87556 1.11381 -1.19574  -0.175
C -0.51723 2.34528 -1.51530  -0.006
C 0.80711 -1.58215 1.03812  -0.262
O 0.33525 -2.24048 2.22578  -0.076
C -0.10894 -0.56268 0.45065  -0.091
C 0.15633 0.19136 -0.61038  -0.118
H -1.81084 0.61744 -1.41210  0.098
H 0.47870 2.71588 -1.29011  0.061
H -1.15523 3.13168 -1.90207  0.052
H 1.79383 -1.18202 1.35333  0.118
H 1.26177 -2.35881 0.41935  0.118
H -0.43220 -1.79167 2.55455  0.056
H -1.10328 -0.61728 0.88051  0.111
H 1.17029 0.21964 -0.99660  0.115

Cartesian forces (eV/Å) of the 2 atoms listed first:
C 1.454 -0.881 -0.043
C -0.197 0.880 0.097

Properties
E_LUMO	0.03809	Eh
SMILES	C=C/C=C/CO
charge	0
highest occupied orbital energy	-9.03	eV
energy relative to the best compared isomer or geometry (same formula, charge and spin)	51.2	kcal per mole

***

[3]
The molecule C5H8O, computed with wB97M-V/def2-TZVPD.

Last column: Löwdin charge in e.
Atoms and positions in Å:
C 0.34388 0.32790 -1.47932  -0.071
C -0.31844 -0.30302 -0.24053  -0.373
C 0.68731 -1.10372 0.59412  -0.260
O 0.09982 -1.83084 1.64734  -0.054
C -0.87951 0.85608 0.47457  -0.127
C -1.17132 1.98674 0.77551  0.124
H 1.11941 1.02529 -1.14123  0.088
H -0.39916 0.91532 -2.02781  0.084
H 0.79033 -0.41685 -2.14652  0.080
H -1.11687 -0.99847 -0.52406  0.145
H 1.17500 -1.84269 -0.04854  0.125
H 1.46451 -0.42234 0.96405  0.127
H -0.39029 -1.20338 2.19352  0.085
H -1.40466 3.00998 0.95891  0.028

Cartesian forces (eV/Å) of the 2 atoms listed first:
C 0.081 -0.056 -0.086
C -0.019 -0.017 -0.010

Properties
E_LUMO	0.03668	Eh
SMILES	C#C[C@@H](C)CO
charge	0
highest occupied orbital energy	-10.09	eV
energy relative to the best compared isomer or geometry (same formula, charge and spin)	51.6	kcal per mole

***

[4]
A cluster of 3 separate species, C5H8O in total in a non-equilibrium geometry, computed with wB97M-V/def2-TZVPD.

Last column: Löwdin charge in e.
Atoms and positions in Å:
O -2.71829 -0.09974 -1.19485  0.028
C -1.95632 -0.76368 -1.71450  -0.013
C -0.04998 -1.03077 0.52497  -0.151
C -0.43659 0.22836 1.27049  -0.178
C 0.94560 0.78877 0.80569  -0.181
C 1.13598 -0.55597 0.13720  -0.154
H 0.20971 0.39165 -2.53532  0.046
H -0.55508 -1.98200 0.38065  0.091
H -1.31288 0.76977 0.89511  0.087
H -0.53325 0.10704 2.35404  0.101
H 0.89221 1.65761 0.13826  0.095
H 1.64733 1.00947 1.61674  0.100
H 0.73360 0.29144 -2.02103  0.035
H 1.95310 -0.97470 -0.44440  0.094

Cartesian forces (eV/Å) of the 2 atoms listed first:
O 0.867 -0.718 -0.602
C -1.078 0.667 0.495

Properties
E_LUMO	0.04467	Eh
charge	0
highest occupied orbital energy	-9.47	eV
energy relative to the best compared isomer or geometry (same formula, charge and spin)	71.2	kcal per mole

***

[5]
The molecule C5H8O, computed with wB97M-V/def2-TZVPD.

Last column: Löwdin charge in e.
Atoms and positions in Å:
C -0.75860 1.10415 -0.53528  -0.033
C -0.21904 -0.18127 0.10442  -0.649
C 0.00873 -1.25079 -0.95974  -0.028
O -1.16551 -0.74274 1.00971  -0.017
C 1.02132 0.16924 0.83104  -0.074
C 1.97687 0.52970 1.46966  0.136
H -0.86014 1.89928 0.20994  0.087
H -0.08660 1.44734 -1.32982  0.091
H -1.74221 0.91190 -0.96830  0.087
H 0.39714 -2.16371 -0.50289  0.091
H 0.70643 -0.90424 -1.72723  0.090
H -0.95239 -1.47546 -1.43327  0.091
H -1.12826 -0.23121 1.82789  0.101
H 2.81222 0.89929 2.02184  0.028

Cartesian forces (eV/Å) of the 2 atoms listed first:
C -0.120 0.094 -0.053
C 0.169 0.111 -0.252

Properties
E_LUMO	0.03486	Eh
SMILES	C#CC(C)(C)O
charge	0
highest occupied orbital energy	-10.16	eV
energy relative to the best compared isomer or geometry (same formula, charge and spin)	45.5	kcal per mole

***

[6]
The molecule C5H8O in a non-equilibrium geometry, computed with wB97M-V/def2-TZVPD.

Last column: Löwdin charge in e.
Atoms and positions in Å:
C -1.16171 -0.97368 -0.46554  -0.070
C -0.59187 0.42352 -0.61494  -0.278
C -0.16384 1.21052 0.59609  -0.115
C 0.89278 0.64111 -0.30577  -0.192
C 1.53690 -0.52235 0.49222  -0.249
O 2.34576 -1.32670 0.10816  0.066
H -0.77581 -1.44951 0.43888  0.072
H -2.25212 -0.95906 -0.38614  0.077
H -0.89086 -1.61302 -1.31334  0.086
H -1.03121 0.96344 -1.46602  0.137
H -0.10516 0.61451 1.53728  0.087
H -0.38404 2.25836 0.78510  0.106
H 1.54844 1.20940 -0.97426  0.141
H 1.03275 -0.47654 1.56826  0.133

Cartesian forces (eV/Å) of the 2 atoms listed first:
C -0.027 -0.075 0.087
C 0.056 -0.148 0.236

Properties
E_LUMO	0.03776	Eh
SMILES	C[C@H]1C[C@H]1C=O
charge	0
highest occupied orbital energy	-9.83	eV
energy relative to the best compared isomer or geometry (same formula, charge and spin)	41.9	kcal per mole

***

[7]
The molecule C5H8O, computed with wB97M-V/def2-TZVPD.

Last column: Löwdin charge in e.
Atoms and positions in Å:
C 0.61455 -1.69063 0.22517  0.183
C -0.29605 0.63192 1.54164  -0.047
C -0.52966 0.52524 0.04422  -0.339
O 0.37607 1.32382 -0.71353  -0.086
C 0.81806 0.20944 -1.50794  -0.153
C -0.04863 -0.77428 -0.71314  -0.349
H 0.68960 0.24329 1.82047  0.082
H -0.21882 -2.14408 0.80770  0.016
H -0.34369 1.68590 1.83293  0.087
H -1.06806 0.08792 2.09667  0.086
H -1.57308 0.77409 -0.19493  0.143
H 1.89544 0.03891 -1.40299  0.118
H 0.55370 0.33611 -2.56522  0.116
H -0.86943 -1.24764 -1.27104  0.145

Cartesian forces (eV/Å) of the 2 atoms listed first:
C -0.418 0.130 -0.198
C 0.018 -0.019 0.023

Properties
E_LUMO (alpha / beta)	-0.02109 / -0.02052	Eh
charge	0
highest occupied orbital energy (alpha / beta)	-8.87 / -8.85	eV
energy relative to the best compared isomer or geometry (same formula, charge and spin)	120.0	kcal per mole

***

[8]
The molecule C5H8O, computed with wB97M-V/def2-TZVPD.

Last column: Löwdin charge in e.
Atoms and positions in Å:
C 0.28550 1.63441 0.23891  -0.111
C -0.11138 0.37326 0.99982  -0.207
C 0.22954 -0.95937 0.30650  -0.422
O -0.51598 -2.02252 0.87125  -0.030
C 0.07364 -0.91230 -1.16251  -0.083
C -0.02681 -0.87749 -2.36266  0.128
H 1.31762 1.58426 -0.12069  0.079
H 0.19492 2.51360 0.88354  0.071
H -0.36013 1.78649 -0.63012  0.071
H -1.19375 0.38444 1.18434  0.114
H 0.36627 0.35352 1.98534  0.114
H 1.27536 -1.21140 0.51386  0.151
H -1.44770 -1.80893 0.72069  0.096
H -0.08709 -0.83797 -3.42828  0.028

Cartesian forces (eV/Å) of the 2 atoms listed first:
C 0.026 0.043 -0.047
C -0.054 0.003 0.056

Properties
E_LUMO	0.03659	Eh
SMILES	C#C[C@H](O)CC
charge	0
highest occupied orbital energy	-10.15	eV
energy relative to the best compared isomer or geometry (same formula, charge and spin)	50.5	kcal per mole

***

[9]
The molecule C5H8O in a non-equilibrium geometry, computed with wB97M-V/def2-TZVPD.

Last column: Löwdin charge in e.
Atoms and positions in Å:
C -1.37775 -0.48046 -0.46229  -0.067
C -0.70824 0.49559 0.45312  -0.223
C 0.35618 -0.12227 1.35297  -0.170
O 1.20452 -0.87735 0.48991  -0.127
C 1.25897 -0.12958 -0.70976  -0.185
C -0.17957 0.30222 -0.94898  -0.201
H -1.32186 -1.54093 -0.22827  0.111
H -2.33615 -0.16566 -0.87486  0.104
H -1.19277 1.41677 0.76539  0.136
H -0.04714 -0.79948 2.11450  0.127
H 0.94740 0.66406 1.84634  0.122
H 1.88109 -0.60955 -1.46106  0.118
H 1.84958 0.80723 -0.60998  0.124
H -0.33425 1.03942 -1.72704  0.132

Cartesian forces (eV/Å) of the 2 atoms listed first:
C 0.023 -0.150 -0.128
C 0.027 0.085 0.084

Properties
E_LUMO	0.04176	Eh
SMILES	C1OC[C@H]2C[C@@H]12
charge	0
highest occupied orbital energy	-9.74	eV
energy relative to the best compared isomer or geometry (same formula, charge and spin)	36.1	kcal per mole

***

[10]
A cluster of 2 separate species, C5H8O in total, computed with wB97M-V/def2-TZVPD.

Last column: Löwdin charge in e.
Atoms and positions in Å:
C -0.89747 0.77190 -0.54854  -0.080
C -1.32390 -0.25714 0.44074  -0.075
C 0.13526 0.07438 0.29275  -0.428
C 1.21612 -0.86426 -0.15604  0.042
O 2.07593 -0.32903 0.71728  -0.055
C 1.14348 0.64316 1.26883  -0.082
H -0.93348 0.53106 -1.60680  0.096
H -1.08097 1.81621 -0.30768  0.109
H -1.81974 0.06782 1.35134  0.108
H -1.63661 -1.22820 0.06665  0.108
H 0.53888 -1.68384 -2.21670  -0.023
H 0.16996 -1.72427 -2.86810  0.029
H 0.98609 0.46403 2.33539  0.125
H 1.49529 1.66273 1.08850  0.126

Cartesian forces (eV/Å) of the 2 atoms listed first:
C -0.046 0.118 -0.162
C -0.136 -0.116 0.072

Properties
E_LUMO	0.03239	Eh
charge	0
highest occupied orbital energy	-8.66	eV
energy relative to the best compared isomer or geometry (same formula, charge and spin)	121.2	kcal per mole

***

[11]
The molecule C5H8O, computed with wB97M-V/def2-TZVPD.

Last column: Löwdin charge in e.
Atoms and positions in Å:
C -0.56234 -1.61941 0.13288  -0.078
C -0.33517 -0.23126 -0.48798  -0.349
C -0.84192 0.92902 0.45203  -0.226
O 0.05322 1.98762 0.68831  -0.073
C 1.07418 0.04272 -0.77593  -0.120
C 2.17896 0.51418 -0.87115  0.124
H -0.03348 -1.71130 1.08767  0.084
H -0.20075 -2.41283 -0.52941  0.079
H -1.62928 -1.79325 0.31827  0.080
H -0.89729 -0.19276 -1.43121  0.138
H -1.71017 1.40236 -0.01012  0.120
H -1.16292 0.47661 1.40173  0.114
H 0.89707 1.61366 0.97638  0.074
H 3.12029 1.00792 -0.94329  0.033

Cartesian forces (eV/Å) of the 2 atoms listed first:
C 0.019 -0.026 0.049
C 0.059 0.038 -0.022

Properties
E_LUMO	0.03731	Eh
SMILES	C#C[C@@H](C)CO
charge	0
highest occupied orbital energy	-9.99	eV
energy relative to the best compared isomer or geometry (same formula, charge and spin)	55.3	kcal per mole

***

[12]
A structure of composition C5H8O in a non-equilibrium geometry, computed with wB97M-V/def2-TZVPD.

Last column: Löwdin charge in e.
Atoms and positions in Å:
C 0.35307 0.80593 0.89574  -0.089
C 0.17187 0.59286 -0.62793  -0.263
C 1.03109 -0.66660 -0.31847  -0.099
C -0.01922 -0.82091 0.89487  -0.183
O -1.36908 -0.69669 0.42227  -0.133
C -1.22305 0.02827 -0.78899  -0.187
H 1.33464 1.31135 1.08355  0.119
H -0.43053 1.11360 1.54824  0.086
H 0.44222 1.35265 -1.37631  0.142
H 2.05152 -0.24861 -0.11852  0.119
H 1.14803 -1.51006 -0.97319  0.087
H -0.19952 -1.35294 1.86380  0.154
H -2.01396 0.77600 -0.88381  0.125
H -1.27708 -0.68485 -1.62126  0.124

Cartesian forces (eV/Å) of the 2 atoms listed first:
C -1.013 -0.310 0.789
C -0.078 -0.075 -0.044

Properties
E_LUMO	0.03935	Eh
charge	0
highest occupied orbital energy	-8.88	eV
energy relative to the best compared isomer or geometry (same formula, charge and spin)	73.8	kcal per mole